Record 1
DFT (wB97M-V/def2-TZVPD) results for a structure of composition C28H46CeF6OP2 at a distorted geometry.

The geometry in XYZ format:
```
84
C28H46CeF6OP2, DFT wB97M-V/def2-TZVPD
Ce -0.47 1.38 1.53
C -2.97 1.16 1.63
C -2.37 -0.13 1.70
C -1.79 1.05 3.62
C -2.58 1.91 2.80
C -1.64 -0.21 2.94
C -4.07 1.46 0.67
H -4.86 0.67 0.70
H -3.73 1.51 -0.38
H -4.56 2.40 0.92
C -3.06 3.29 3.16
H -4.11 3.47 2.85
H -2.43 4.07 2.71
H -3.00 3.42 4.24
C -1.28 1.43 4.97
H -2.10 1.85 5.58
H -0.48 2.19 4.91
H -0.87 0.57 5.52
C -0.94 -1.42 3.44
H -1.55 -1.95 4.19
H 0.01 -1.16 3.90
H -0.74 -2.11 2.62
C -2.60 -1.28 0.76
H -3.14 -2.09 1.28
H -1.67 -1.72 0.36
H -3.21 -0.95 -0.09
C -1.12 -0.64 -3.41
C -2.37 -1.12 -3.18
C -2.76 -2.52 -2.80
C -1.67 -3.59 -3.10
C -0.78 -3.89 -1.96
C 0.01 -3.04 -1.28
C 0.26 -1.61 -1.58
C 0.20 -1.27 -3.09
H -3.68 -2.82 -3.35
H -1.10 -3.26 -3.98
H -3.08 -2.55 -1.74
H 0.49 -2.14 -3.72
H -0.98 0.41 -3.68
H -3.18 -0.38 -3.16
H 0.97 -0.51 -3.31
H -0.36 -0.91 -0.98
H 0.58 -3.43 -0.44
H 1.28 -1.38 -1.19
H -2.17 -4.54 -3.35
H -0.80 -4.93 -1.63
P 3.40 -1.02 -1.40
P 3.76 -1.12 1.55
C 5.17 -1.39 -0.90
C 5.39 -1.10 0.57
H 5.81 -0.77 -1.54
H 5.38 -2.44 -1.14
H 6.05 -1.87 0.99
H 5.87 -0.12 0.71
C 4.78 -1.28 3.09
H 4.15 -1.64 3.91
H 5.20 -0.31 3.35
H 5.60 -2.00 2.94
C 3.57 -2.96 1.36
H 4.54 -3.45 1.20
H 2.89 -3.24 0.54
H 3.14 -3.34 2.30
C 3.71 0.48 -2.40
H 2.82 1.12 -2.36
H 3.93 0.20 -3.44
H 4.56 1.01 -1.97
C 3.41 -2.32 -2.70
H 4.45 -2.47 -3.04
H 2.78 -2.08 -3.57
H 3.06 -3.27 -2.27
C -2.93 4.56 -0.21
C -1.55 4.02 -0.47
O -1.04 3.02 0.39
C -1.59 3.43 -1.92
F -2.02 4.37 -2.82
F -0.41 2.93 -2.35
F -2.49 2.38 -1.97
C -0.52 5.19 -0.42
F -0.87 6.23 -1.24
F -0.48 5.68 0.86
F 0.73 4.79 -0.76
H -3.69 3.83 -0.55
H -3.04 5.49 -0.79
H -3.07 4.77 0.86
```

## Properties
* electronic energy: -79634.786 eV
* strongest force on any atom: 4.78 eV/Å
* 2S+1: 2
* net charge: +1
* <S²>: 0.751
* HOMO-LUMO gap (alpha / beta): 6.86 / 6.88 eV
* HOMO (alpha / beta): -10.389 / -10.389 eV

Mulliken atomic charges, in units of e: number 1, Ce, carries 0.951; number 2, C, carries 1.107; number 3, C, carries 0.740; number 4, C, carries 0.613; number 5, C, carries 0.479; number 6, C, carries 0.228; number 7, C, carries -1.680; number 8, H, carries 0.397; number 9, H, carries 0.137; number 10, H, carries 0.366; number 11, C, carries -1.511; number 12, H, carries 0.323; number 13, H, carries 0.220; number 14, H, carries 0.419; number 15, C, carries -1.480; number 16, H, carries 0.386; number 17, H, carries 0.280; number 18, H, carries 0.394; number 19, C, carries -1.649; number 20, H, carries 0.331; number 21, H, carries 0.440; number 22, H, carries 0.371; number 23, C, carries -1.106; number 24, H, carries 0.361; number 25, H, carries -0.018; number 26, H, carries 0.411; number 27, C, carries -0.591; number 28, C, carries -0.595; number 29, C, carries -0.346; number 30, C, carries -1.095; number 31, C, carries -0.709; number 32, C, carries -0.463; number 33, C, carries 3.650; number 34, C, carries -0.872; number 35, H, carries 0.466; number 36, H, carries 0.313; number 37, H, carries 0.088; number 38, H, carries 0.563; number 39, H, carries 0.424; number 40, H, carries 0.429; number 41, H, carries 0.197; number 42, H, carries -1.196; number 43, H, carries 0.356; number 44, H, carries -1.886; number 45, H, carries 0.460; number 46, H, carries 0.401; number 47, P, carries 1.333; number 48, P, carries 0.587; number 49, C, carries -1.277; number 50, C, carries -1.161; number 51, H, carries 0.648; number 52, H, carries 0.447; number 53, H, carries 0.469; number 54, H, carries 0.483; number 55, C, carries -1.311; number 56, H, carries 0.372; number 57, H, carries 0.375; number 58, H, carries 0.403; number 59, C, carries -1.080; number 60, H, carries 0.372; number 61, H, carries 0.130; number 62, H, carries 0.438; number 63, C, carries -1.513; number 64, H, carries 0.217; number 65, H, carries 0.394; number 66, H, carries 0.495; number 67, C, carries -1.585; number 68, H, carries 0.515; number 69, H, carries 0.378; number 70, H, carries 0.311; number 71, C, carries -1.527; number 72, C, carries 0.738; number 73, O, carries -0.315; number 74, C, carries 0.416; number 75, F, carries -0.275; number 76, F, carries -0.221; number 77, F, carries -0.260; number 78, C, carries 0.503; number 79, F, carries -0.241; number 80, F, carries -0.244; number 81, F, carries -0.211; number 82, H, carries 0.269; number 83, H, carries 0.559; number 84, H, carries 0.266


Record 2
DFT (wB97M-V/def2-TZVPD) results for a cluster of 2 separate species, C28H46FN2O9S in total at a distorted geometry.

The geometry in XYZ format:
```
87
C28H46FN2O9S, DFT wB97M-V/def2-TZVPD
C 7.76 -4.26 -0.15
C 8.41 -2.98 -0.74
O 7.51 -1.87 -0.73
C 8.10 -0.71 -0.16
C 7.40 0.58 -0.64
O 5.98 0.41 -0.75
O 5.52 1.62 -1.33
C 4.69 2.25 -0.42
O 5.13 3.01 0.38
C 3.19 1.95 -0.54
C 2.52 1.18 0.42
N 3.16 0.58 1.56
C 3.03 -0.65 1.37
O 2.87 -1.78 1.17
C 1.14 0.98 0.26
N 0.44 1.47 -0.78
C -1.01 1.16 -0.82
C -1.94 2.40 -0.72
C -3.41 1.89 -0.94
C -4.43 2.43 0.14
C -5.53 1.32 0.32
C -5.42 0.55 1.68
C -4.50 -0.69 1.66
C -4.60 -1.60 0.39
C -6.04 -1.89 -0.13
C -6.06 -1.72 -1.69
C -6.02 -3.07 -2.49
C -5.06 -4.13 -1.91
O -3.75 -3.82 -2.39
C -2.72 -4.31 -1.54
C 1.07 2.18 -1.74
C 0.32 2.72 -2.98
C 0.98 2.27 -4.30
O 1.70 2.93 -4.96
F 0.64 1.01 -4.69
C 2.45 2.46 -1.63
O 3.14 3.17 -2.57
H 8.56 -4.88 0.29
H 7.22 -4.86 -0.91
H 7.05 -3.96 0.64
H 9.32 -2.79 -0.14
H 8.70 -3.16 -1.79
H 9.16 -0.68 -0.47
H 8.05 -0.77 0.95
H 7.83 0.93 -1.59
H 7.59 1.37 0.13
H 0.59 0.40 1.01
H -1.24 0.54 0.07
H -1.29 0.53 -1.68
H -1.76 3.17 -1.50
H -1.82 2.91 0.25
H -3.74 2.08 -1.98
H -3.40 0.78 -0.81
H -4.88 3.37 -0.21
H -3.84 2.58 1.06
H -6.50 1.85 0.33
H -5.53 0.67 -0.58
H -6.45 0.26 1.97
H -5.02 1.27 2.42
H -4.61 -1.30 2.58
H -3.45 -0.30 1.68
H -4.17 -2.59 0.69
H -3.92 -1.23 -0.41
H -6.82 -1.21 0.27
H -6.33 -2.91 0.18
H -5.23 -1.08 -2.06
H -7.00 -1.20 -1.99
H -7.07 -3.42 -2.60
H -5.67 -2.82 -3.51
H -5.37 -5.11 -2.37
H -5.13 -4.28 -0.82
H -2.08 -3.45 -1.27
H -3.08 -4.77 -0.60
H -2.12 -5.08 -2.07
H 0.24 3.82 -2.90
H -0.71 2.33 -3.02
H 3.00 4.11 -2.41
C 2.20 1.81 4.52
S 0.93 1.25 5.66
O -0.37 1.34 4.94
C 1.03 2.66 6.77
H 2.28 1.08 3.72
H 1.93 2.78 4.11
H 3.16 1.87 5.04
H 0.84 3.58 6.22
H 2.02 2.69 7.23
H 0.28 2.53 7.55
```

## Properties
* electronic energy: -64729.484 eV
* strongest force on any atom: 1.86 eV/Å
* net charge: +1
* HOMO-LUMO gap: 6.53 eV
* HOMO: -11.096 eV

Mulliken atomic charges, in units of e: number 1, C, carries -0.987; number 2, C, carries -0.364; number 3, O, carries -0.310; number 4, C, carries -0.436; number 5, C, carries -0.354; number 6, O, carries -0.108; number 7, O, carries -0.338; number 8, C, carries 0.119; number 9, O, carries -0.435; number 10, C, carries 0.517; number 11, C, carries 0.322; number 12, N, carries -0.649; number 13, C, carries 0.653; number 14, O, carries -0.387; number 15, C, carries 0.091; number 16, N, carries 0.348; number 17, C, carries -1.507; number 18, C, carries -0.258; number 19, C, carries 0.292; number 20, C, carries -0.846; number 21, C, carries -0.448; number 22, C, carries -0.986; number 23, C, carries -0.760; number 24, C, carries 0.014; number 25, C, carries -1.111; number 26, C, carries -0.554; number 27, C, carries -1.034; number 28, C, carries -0.327; number 29, O, carries -0.365; number 30, C, carries -0.545; number 31, C, carries 0.477; number 32, C, carries -0.649; number 33, C, carries 0.315; number 34, O, carries -0.401; number 35, F, carries -0.243; number 36, C, carries 0.599; number 37, O, carries -0.542; number 38, H, carries 0.317; number 39, H, carries 0.271; number 40, H, carries 0.271; number 41, H, carries 0.338; number 42, H, carries 0.288; number 43, H, carries 0.383; number 44, H, carries 0.261; number 45, H, carries 0.297; number 46, H, carries 0.269; number 47, H, carries 0.513; number 48, H, carries 0.301; number 49, H, carries 0.298; number 50, H, carries 0.325; number 51, H, carries 0.393; number 52, H, carries 0.333; number 53, H, carries -0.545; number 54, H, carries 0.316; number 55, H, carries 0.337; number 56, H, carries 0.501; number 57, H, carries 0.141; number 58, H, carries 0.362; number 59, H, carries 0.499; number 60, H, carries 0.444; number 61, H, carries 0.048; number 62, H, carries 0.404; number 63, H, carries 0.030; number 64, H, carries 0.361; number 65, H, carries 0.631; number 66, H, carries 0.239; number 67, H, carries 0.476; number 68, H, carries 0.348; number 69, H, carries 0.372; number 70, H, carries 0.375; number 71, H, carries 0.284; number 72, H, carries 0.069; number 73, H, carries 0.314; number 74, H, carries 0.292; number 75, H, carries 0.348; number 76, H, carries 0.346; number 77, H, carries 0.331; number 78, C, carries -0.504; number 79, S, carries 0.469; number 80, O, carries -0.594; number 81, C, carries -0.948; number 82, H, carries -0.181; number 83, H, carries 0.318; number 84, H, carries 0.459; number 85, H, carries 0.300; number 86, H, carries 0.364; number 87, H, carries 0.333